# 1
The following is a DFT calculation (wB97M-V/def2-TZVPD) of a 14-piece molecular cluster, C62H132B3F30N11O14S6 overall in a non-equilibrium geometry.

The geometry in XYZ format:
```
258
Properties=species:S:1:pos:R:3:forces:R:3
C 9.247581 -5.730101 4.025256 0.22 1.56 0.10
N -5.612469 -4.105661 -2.578164 -0.56 -0.82 -0.35
H -0.301009 6.297919 3.391386 0.06 0.17 0.04
O 0.209011 -7.519461 -8.561304 0.27 1.60 1.80
H -4.068859 3.979119 -0.370954 -1.22 0.23 -0.30
H -6.757369 3.106099 -2.678604 -0.05 0.66 -0.23
H 10.004671 -3.206731 2.927206 -0.21 -0.68 -0.71
B -0.042549 4.411539 -2.413084 1.65 0.69 -2.51
H 4.027361 -4.824131 -3.359744 -0.49 0.10 -0.56
H 2.444561 -5.629031 -1.644514 0.23 -0.01 -0.40
H 1.943941 -4.064481 -4.220784 -0.67 0.14 0.17
H -2.693459 -3.267801 4.463786 0.11 0.16 -0.40
H -0.898009 -2.349261 6.216006 0.05 0.01 0.07
C 2.585221 3.910189 0.758096 0.63 -0.25 0.79
H 0.928721 0.920769 -0.515514 0.35 -0.22 -0.58
N 2.812101 2.305899 -7.043404 -0.63 0.99 0.24
F -3.661369 -1.124901 -0.491394 -0.34 -0.39 0.04
F 3.373301 -3.482481 -6.363334 1.18 -0.26 -0.70
C 9.051541 -3.346241 3.437296 0.88 -0.54 1.43
H 3.373561 3.721869 1.486886 0.16 -0.07 -0.07
H -3.189809 5.600779 4.595236 0.10 -0.04 0.16
H 1.375571 4.541539 2.515036 0.16 -0.10 -0.05
H 3.680001 -4.715931 -0.759184 -0.03 -0.22 0.10
H 8.818721 -2.313901 3.698376 -0.91 -0.24 0.02
H 3.587711 1.984259 -3.628214 -1.00 -0.58 0.12
F -5.618989 0.329649 5.085266 1.53 0.96 0.70
C -0.103659 -3.741051 -2.727174 0.83 -0.71 0.42
H -3.180829 6.207479 7.369626 0.15 -0.35 0.08
H 5.969361 -4.081681 2.312966 -0.45 0.09 0.48
H -0.269569 0.987219 -1.917624 0.62 0.23 -0.19
H 1.999111 -1.096311 -2.319274 -0.10 0.14 0.45
O 3.000491 -6.525531 -5.363994 0.53 1.49 -0.79
F -2.762369 -5.010251 -0.516534 0.05 0.22 0.66
C -3.495829 3.134979 6.823856 -0.45 -0.06 -0.86
C -8.088359 3.523239 -0.937844 0.47 0.49 -0.54
H 1.217321 7.259459 3.503436 -0.05 -0.13 -0.10
O 3.682371 -7.171061 -7.656294 -0.71 2.46 1.66
H -6.388659 -4.420861 -3.142324 -0.30 0.08 -0.63
H -3.868179 -0.191801 -4.494914 0.03 -0.10 -0.19
H -5.840639 -3.180951 -2.242094 0.27 1.21 0.07
H -1.282299 -5.550551 5.781686 0.32 0.01 0.36
C 9.244651 -4.296811 4.642736 -0.62 -0.10 0.19
H -4.260909 -6.324091 -3.627234 0.00 -0.02 -0.17
O 3.093631 -0.451331 1.011416 1.98 -0.19 -0.18
H -4.592219 6.110919 6.401816 -0.26 -0.12 0.23
H 1.469681 -3.763671 3.703096 -0.04 -0.05 0.03
H -4.064459 2.205489 6.852386 0.57 -0.27 -0.17
C 0.218081 7.201549 3.071856 0.26 0.28 -1.27
N -0.529059 -3.265201 4.355386 0.57 -1.48 0.30
F 5.256581 -4.664151 -6.389904 -0.39 0.69 -0.49
H 1.978341 -0.197321 -6.701744 -0.40 0.18 0.24
C 1.542341 6.247229 1.086396 0.21 -0.45 0.63
C 1.472001 4.694449 1.440136 -1.44 2.27 -1.61
H 9.161111 -5.865711 1.930366 -0.68 0.63 -0.61
H -4.592699 3.826569 3.652646 -0.57 0.32 0.27
H -4.811379 0.447939 -3.173824 0.16 -0.44 0.65
H -0.573109 -3.328961 -3.620434 0.52 0.57 0.09
C -4.343339 -0.377541 0.384176 0.48 -0.79 -0.96
N -3.353819 3.579869 5.316726 -1.04 0.28 1.41
H 2.277391 1.867049 -7.779344 0.22 -1.11 -0.33
O -6.307749 -2.010701 -0.468684 0.11 -0.32 -0.29
H 3.650121 -0.108241 -6.230894 0.21 0.01 0.14
C 2.912761 -4.651301 -1.530714 -0.15 0.82 1.04
C 2.322021 -3.382161 -3.459464 -0.07 -0.62 -0.96
H 1.985951 -1.677031 5.569876 -0.03 -0.17 -0.57
F -2.138889 -5.838931 1.580046 -0.40 0.59 0.80
O 4.216781 -1.098061 3.795306 0.65 1.01 -1.08
H -0.458829 9.139329 -0.698804 -0.38 -0.17 -0.21
S -6.255859 -0.790621 0.282706 1.90 0.76 -3.46
F -0.798139 5.491049 -2.894574 -0.53 0.81 -0.20
F 6.425941 -0.265821 -1.058764 -1.52 0.66 0.69
H -0.761069 0.772529 -0.320254 -0.24 -0.25 0.23
H -0.719559 6.266379 -0.024164 -0.32 0.30 -0.35
O -5.712049 1.394449 2.328866 0.40 -0.51 0.34
C -1.922619 -4.038401 4.472886 0.12 0.91 0.41
H 0.470491 -1.145691 -3.198274 0.29 -0.96 -0.72
S -6.764929 0.415279 2.527766 -2.16 -0.92 0.56
H -2.200389 8.461649 1.632586 -0.38 -0.26 0.02
H -6.585589 5.745809 -2.292814 -0.16 0.14 -0.04
H 2.221341 2.930579 0.448156 -0.02 0.09 -0.06
C -4.123589 -5.429711 -4.234954 -0.48 1.46 0.39
C 6.583571 -3.863571 3.186616 0.57 -0.06 -1.10
C 0.047561 0.496939 -0.997214 -1.25 -0.88 -0.31
C -4.383339 4.744269 -3.719154 -0.95 -1.23 0.42
F -0.813139 -0.711901 -7.005814 0.83 1.73 -1.40
S 4.490371 -0.864271 0.866046 0.91 0.63 -1.37
C -3.358989 3.671739 -3.653134 1.41 -1.94 -0.36
F -1.801929 -7.241421 -6.390434 -0.55 -0.75 0.61
H -3.870379 4.296749 8.599146 0.06 -0.11 -0.04
H -4.798389 -5.389981 -5.090034 -0.03 -0.25 -0.02
C 0.525761 -4.295001 3.824756 -1.21 1.45 -0.18
H 0.990701 -4.159841 -0.555744 0.13 0.16 0.19
C 0.553771 -1.118621 3.910186 2.08 -0.98 -0.92
C 4.073871 -4.485181 -6.989404 -2.26 -2.24 0.07
H -2.752929 4.608819 -1.187694 -0.02 0.57 -0.64
N 1.267731 -3.093111 -2.359394 -1.52 1.57 -1.71
H -4.839519 -2.752361 -4.891044 -0.15 0.09 -0.17
C -0.004249 -2.732111 5.723356 -0.64 0.64 -1.67
C -3.745459 4.204819 -1.387114 1.41 -0.55 -0.55
O -8.125359 0.968369 2.393856 2.32 -1.51 0.45
F 7.331351 -0.285541 4.279496 -0.31 0.98 -0.06
S 4.840881 0.065069 3.133126 -0.49 2.25 6.64
C -2.967969 5.033609 5.499226 -0.48 -0.68 1.39
H -0.144079 2.301649 2.796146 0.06 -0.06 0.38
N 1.682471 -5.686971 -7.355974 -3.72 -1.43 0.03
S 3.008881 -6.157061 -6.787094 4.65 -2.91 0.12
H -4.408579 2.333279 -2.245984 -0.21 0.22 -0.28
H -3.099109 -5.393421 -4.605384 -0.07 -0.13 -0.02
H -4.705939 7.269759 -2.690304 -0.17 -0.27 -0.03
F -1.844609 -2.599881 -6.506754 -1.40 -1.84 -0.82
H 0.473181 -0.032771 3.859666 -0.75 -0.19 -0.33
H -2.028069 4.159979 3.006966 0.10 0.03 -0.19
O 1.121951 -8.220041 -6.408774 -0.97 2.75 -0.74
H 0.111671 -4.582691 2.858386 0.32 -0.36 0.02
H 8.928681 -6.517891 4.707736 -0.48 0.20 -0.19
H -2.078769 -4.265081 6.673246 0.30 0.48 -0.25
H 1.400041 -1.344901 3.261556 0.30 0.18 0.01
O 3.068221 3.707439 -4.627354 0.73 1.47 0.82
H -4.276579 6.827179 -1.029964 0.28 0.09 -0.06
H 0.629631 -5.120031 4.529476 -0.21 0.14 -0.13
F -3.830099 -0.678061 1.595096 -0.23 0.34 0.03
H -1.360089 2.983169 5.086876 0.06 -0.05 0.17
N 7.994131 -4.085101 2.620106 1.81 1.01 -0.76
H -3.146729 2.800029 2.678896 -0.12 0.38 -0.29
H 6.335931 -4.508041 4.030076 0.44 -0.16 -0.22
H 6.459841 -2.824071 3.490316 0.16 -0.01 -0.24
H -6.010339 5.531739 -0.674144 0.29 -0.53 0.10
H 0.606151 -0.750231 6.044916 0.20 0.26 -0.06
H 3.720891 5.591299 -3.863434 -0.37 -0.10 -1.03
H 10.109731 -4.157411 5.291036 0.18 0.40 -0.48
H 2.420061 -0.296021 -4.976604 -0.09 -0.35 -0.21
C 7.382201 -4.346761 0.077486 -0.85 0.99 0.28
C 5.109461 -0.063861 -0.799894 -0.49 0.74 0.21
H -2.577049 8.018219 -0.056824 0.23 0.32 -0.02
F 0.206541 -2.254991 -5.724684 1.93 -0.50 0.86
C 3.787641 4.521269 -3.666754 -0.13 0.86 0.13
H -2.019429 -4.693441 3.607066 0.13 0.26 -0.22
F -1.586319 -1.097871 -4.969274 -0.40 1.20 2.46
F -1.243769 -3.809221 0.750966 -0.20 0.24 0.70
C -1.138299 2.229389 2.355216 0.53 0.48 0.28
C -1.003989 6.836529 0.860216 0.56 -0.85 1.30
C -2.301139 2.758949 4.584646 0.07 0.24 1.06
H -8.120909 4.045379 0.018406 0.48 0.43 -0.06
C 6.282441 0.593309 4.414576 -0.56 -1.04 -2.69
F -0.688259 -5.818751 -0.103264 0.95 -0.24 -0.38
C -0.849839 -6.335701 -6.354924 1.44 -0.29 -1.72
H 4.863541 4.352379 -3.621904 0.04 -0.64 -0.23
F -0.711069 3.843479 -1.420924 -1.40 -1.39 2.74
H -3.572339 -5.954391 6.896236 0.52 0.05 0.21
O -4.494579 -1.628961 -3.135844 0.17 -1.63 -0.77
H 2.224981 -2.843971 -0.443424 -0.02 0.04 -0.15
C 0.599201 8.651529 1.010626 0.19 -0.76 1.31
H -3.557259 -4.300171 -2.548124 0.04 0.43 0.11
C -4.150449 -2.771331 -4.046704 -0.50 0.27 0.70
H 6.337931 -4.344721 0.389886 -0.09 -0.60 0.02
N -4.589529 5.153519 -2.258974 -0.02 0.89 2.02
H -2.561599 1.727079 4.820256 0.03 -0.12 -0.41
H -5.643199 -0.395071 -4.407514 -0.10 -0.42 -0.27
C -0.677379 9.082619 0.367556 0.27 2.05 -2.16
H -5.304639 4.252139 -4.030784 -0.23 0.56 -0.07
H -1.376149 1.170709 2.251596 -0.39 0.05 0.39
C 8.451441 -5.546711 2.693716 -0.15 -0.78 1.52
C -4.294539 -4.171321 -3.340544 0.67 0.92 0.56
H -8.288119 2.500839 -0.617064 0.19 -0.18 -0.57
O 4.075041 1.291759 3.067086 -0.36 -0.47 0.24
H -0.946259 -1.506741 -1.224564 0.02 0.27 -0.39
H 6.735931 -4.124281 -2.011444 0.41 -0.20 -0.03
H 0.541461 4.450429 0.927636 -0.29 -0.62 0.33
H 1.433651 8.683369 0.310076 0.01 -0.34 0.31
H -0.935329 10.108339 0.631136 0.12 0.02 0.15
C -4.121709 6.580729 -2.080374 -0.15 -0.51 -0.02
C 7.394871 -3.623991 -1.301804 0.65 -0.23 1.24
H -1.904679 4.994329 5.735826 0.06 0.29 -0.28
C 3.502171 -4.044671 -2.807724 0.18 -0.21 1.01
H -3.518499 2.966029 -4.468384 -0.17 -0.13 0.00
C 0.049121 -1.067001 -1.161864 1.94 0.47 0.61
C -3.769769 5.504249 6.780806 -0.86 0.25 -0.97
F -0.489159 -6.030121 -5.131834 -0.12 0.05 1.38
H 3.048341 4.395279 -0.101164 -0.36 0.14 -0.02
H 0.363441 -3.564951 6.322766 0.29 0.17 -0.29
H -2.767199 2.349669 -1.834614 0.51 0.30 -0.64
B -1.726239 -5.115561 0.476386 -0.27 -0.44 -1.60
H -4.863279 2.356189 4.522006 -0.06 0.09 0.07
O -6.821079 0.391969 -0.354324 0.36 -0.80 1.02
H 0.070981 -4.793871 -2.948894 0.21 0.00 0.19
H 2.460921 6.646709 1.516206 -0.21 0.46 0.32
H 7.780381 -2.514801 1.083246 0.04 0.07 0.65
C -3.330179 -5.694261 5.865796 -1.68 -0.83 -0.13
H -5.523539 3.825959 5.257136 0.34 0.32 -0.12
F 5.856841 0.453239 5.641986 -0.17 0.72 0.51
F 4.796391 1.296649 -0.717524 0.90 -2.33 -0.49
H 4.244211 -3.270021 -2.614384 0.15 -0.04 0.56
H -5.713569 -4.668241 -1.745474 0.80 -0.56 0.46
H -1.473409 6.158709 1.573166 -0.25 -0.18 -0.31
C 1.002751 -1.538151 -2.331794 -0.83 -0.19 1.38
H 4.574091 2.353249 -4.899374 0.32 -0.13 -0.87
H 1.539131 1.997399 -5.449864 -0.02 -0.19 0.28
C -6.605489 -0.221271 4.450666 -1.28 -1.52 -2.95
H -4.257789 -5.208931 5.562306 0.06 0.10 -0.51
F -1.320719 -5.259321 -6.934564 0.02 0.67 -0.42
H -2.355839 4.042959 -3.862874 0.05 0.09 0.61
C 3.516571 2.389109 -4.637734 -0.44 -0.58 -0.73
C -2.193869 3.088869 3.122446 -0.19 -1.37 -1.03
F -3.974379 0.876949 0.067046 -0.56 0.48 0.48
H 0.458841 -1.397351 -0.207354 0.02 -0.45 0.08
C -6.014389 5.066629 -1.659924 -1.48 -0.67 -2.53
C -3.534349 2.983439 -2.279494 -0.42 0.45 0.32
C -1.780549 8.154709 0.674656 0.45 -1.80 0.94
H 3.796551 2.381969 -7.255944 0.38 -0.30 -0.30
F 6.668551 1.859629 4.106046 -0.09 -1.46 0.90
N -6.517059 -1.146231 1.738146 -1.57 3.39 3.59
O 4.734931 -2.270211 0.699936 0.18 -0.03 -0.01
C 2.552261 1.664849 -5.675874 0.54 0.69 0.16
H 3.378001 4.544589 -2.656924 -0.27 -1.10 0.00
C -6.709839 3.630419 -1.724174 0.39 0.39 2.64
H -0.300359 8.126609 3.323986 -0.27 -0.33 0.17
H -0.756049 -3.697211 -1.855074 0.12 0.21 -0.04
H -6.052989 3.020209 -1.104254 0.05 -0.34 -0.10
H -1.450629 -1.474601 3.871546 -0.73 -0.36 -0.41
H -8.930429 3.903699 -1.516004 0.04 -0.11 -0.10
H 0.791351 9.304359 1.862096 0.46 -0.40 0.11
H -3.080509 6.629939 -2.399104 0.06 -0.04 0.23
H 9.204081 -3.570321 0.896536 0.08 0.08 0.49
F 1.195521 4.916979 -1.968714 0.29 0.23 0.47
H -2.449449 3.055319 7.118556 -0.22 -0.27 0.41
F 0.187151 3.498479 -3.455154 -0.09 -0.05 0.02
F 4.201911 -4.238901 -8.306554 0.34 0.47 1.36
C 0.932931 -1.514651 5.339946 -1.35 -0.93 1.40
C -0.603519 -2.007721 3.439926 -0.83 0.62 2.50
C 8.147071 -3.538341 1.160726 -0.78 -1.02 -0.95
H 8.399721 -4.108321 5.305046 -0.20 -0.37 0.08
C -2.115089 -4.847891 5.752856 1.84 -0.01 0.38
C 2.644771 0.184979 -5.928574 0.53 -0.28 0.82
H -0.945799 2.549689 1.331276 -0.53 0.38 -0.06
H -4.069619 5.507039 -4.431794 -0.42 0.54 0.67
H 2.651101 -2.493561 -3.998164 -0.60 0.24 0.29
H -5.328859 4.024349 7.721676 0.01 0.36 -0.67
H 2.421841 3.234199 -7.121204 0.16 0.89 0.72
F 4.431231 -0.612871 -1.840964 0.38 0.67 1.05
N 0.345841 7.174679 1.544806 0.75 0.76 -0.43
C -4.267429 4.231929 7.586106 2.09 0.56 -0.87
C -4.704169 3.425629 4.660086 0.76 -0.62 -0.51
F -6.427009 -1.557601 4.478476 -0.22 0.89 0.07
H -3.143039 -2.658891 -4.447414 0.01 0.06 0.10
H 7.060271 -2.588351 -1.241804 0.11 -0.04 0.19
F -7.732679 0.108739 5.026756 -0.40 -0.01 0.41
S 0.660851 -7.080261 -7.235014 0.37 -2.06 -1.90
H 8.455661 -3.659811 -1.549874 -0.17 0.24 -0.97
N 5.693231 -0.171211 1.913916 -1.21 -2.31 -4.36
C -4.712409 -0.408741 -3.840464 0.30 -0.05 -0.37
H 1.638131 6.415479 0.013726 -0.36 -0.37 -0.08
H 7.552861 -6.162751 2.727386 0.12 0.03 -0.52
H -3.224179 -6.653751 5.359596 -0.17 0.19 -0.32
C 1.823331 -3.657231 -1.047894 0.06 -0.46 -1.10
H 7.785311 -5.348881 -0.068634 -0.19 -0.03 0.27
B -0.973679 -1.668461 -6.056044 -0.74 -0.22 -0.63
H -0.790679 -2.203591 2.384136 0.40 -0.40 0.16
H 10.292231 -5.958761 3.814246 -0.07 -0.09 -0.28
```
Positions in Å, forces in eV/Å.

Calculated values
* net charge: +2
* HOMO energy: -9.722 eV
* E: -9556.6470 Eh

# 2
The following is a DFT calculation (wB97M-V/def2-TZVPD) of C4H6O as an isolated structure.

The geometry in XYZ format:
```
11
Properties=species:S:1:pos:R:3:forces:R:3
H -2.103718 -0.050445 0.544183 0.15 -0.04 0.00
H -0.863527 -1.211759 1.032276 0.08 0.20 -0.13
H -0.972914 1.610639 -0.625004 0.10 -0.12 0.09
H -1.170509 -0.985399 -0.696540 -0.05 0.02 0.08
H 2.374264 0.423934 0.135269 -0.12 -0.04 0.03
C -1.141799 -0.479795 0.272111 -0.29 -0.23 -0.08
O 0.746539 0.498966 -1.200831 -0.06 0.01 -0.09
C 1.406206 -0.060002 -0.015417 0.31 -0.23 0.20
H 1.525747 -1.142688 -0.098092 0.00 0.10 0.03
C -0.221657 0.890170 -0.302376 -0.24 0.25 0.06
C 0.326170 0.493754 0.937201 0.11 0.07 -0.19
```
Positions in Å, forces in eV/Å.

Calculated values
* HOMO energy: -8.686 eV
* E: -231.0643 Eh